i.
C10H16O | ωB97M-V/def2-TZVPD

Last columns: bonded neighbours and bond lengths (Å).
Geometry (Å):
1 C 2.02919 -0.11683 -2.69903  C2 1.519, C3 1.515, H4 1.097, H5 1.089
2 C 2.99402 0.57249 -1.74987  C1 1.519, H6 1.089, H7 1.091, H10 1.085
3 C 0.70314 0.58513 -2.90907  C1 1.515, H8 1.087, H9 1.091, H11 1.088
4 H 2.50902 -0.16776 -3.68445  C1 1.097
5 H 1.94466 -1.16087 -2.40049  C1 1.089
6 H 3.93329 0.02095 -1.74620  C2 1.089
7 H 2.57747 0.63830 -0.74403  C2 1.091
8 H 0.84805 1.66208 -2.89274  C3 1.087
9 H 0.11511 0.22495 -3.75509  C3 1.091
10 H 3.20757 1.58293 -2.08392  C2 1.085
11 H -0.00871 0.38040 -2.11150  C3 1.088
12 C 0.25858 -1.37531 3.27553  C16 1.522, H24 1.069, H25 1.086, H27 1.087
13 C -1.87619 1.31209 1.58820  C14 1.388, C15 1.383, H20 1.080
14 C -2.46889 0.57703 0.57042  C13 1.388, C17 1.393, O19 1.371
15 C -0.95704 0.70293 2.42321  C13 1.383, C16 1.396, H21 1.074
16 C -0.56626 -0.62417 2.23979  C12 1.522, C15 1.396, C18 1.384
17 C -2.01548 -0.70964 0.28996  C14 1.393, C18 1.393, H22 1.073
18 C -1.01325 -1.25250 1.09044  C16 1.384, C17 1.393, H26 1.086
19 O -3.66708 1.02329 0.07561  C14 1.371, H23 0.968
20 H -2.15042 2.34530 1.74508  C13 1.080
21 H -0.53974 1.31350 3.20223  C15 1.074
22 H -2.62717 -1.25504 -0.40293  C17 1.073
23 H -3.88091 0.53735 -0.73403  O19 0.968
24 H -0.20679 -2.33269 3.37720  C12 1.069
25 H 0.13052 -0.87213 4.22904  C12 1.086
26 H -0.58266 -2.20726 0.80455  C18 1.086
27 H 1.30999 -1.40454 3.00209  C12 1.087

* 2S+1: 1
* SMILES: Cc1ccc(O)cc1.CCC
* LUMO: 0.84 eV
* orbital gap: 9.23 eV
* HOMO energy: -8.393 eV


ii.
C10H16O | ωB97M-V/def2-TZVPD

Last columns: bonded neighbours and bond lengths (Å).
Geometry (Å):
1 C -0.20651 -1.14782 -3.19500  C2 1.559, C3 1.522, H4 1.093, H5 1.092
2 C -0.75662 0.25422 -3.59586  C1 1.559, H6 1.104, H9 1.084, H10 1.092
3 C 0.29291 -1.15490 -1.75716  C1 1.522, H7 1.092, H8 1.087, H11 1.100
4 H -1.06906 -1.81910 -3.22476  C1 1.093
5 H 0.43166 -1.39852 -4.04511  C1 1.092
6 H -1.27455 0.66189 -2.71019  C2 1.104
7 H 1.05724 -0.38122 -1.66390  C3 1.092
8 H -0.57773 -1.09420 -1.10894  C3 1.087
9 H -1.51295 0.25018 -4.37175  C2 1.084
10 H 0.14873 0.85654 -3.69508  C2 1.092
11 H 0.84763 -2.09404 -1.61809  C3 1.100
12 C 2.49745 1.12971 2.30001  C16 1.531, H24 1.092, H25 1.104, H27 1.087
13 C -1.05012 1.18299 1.19892  C14 1.394, C15 1.391, H20 1.087
14 C -1.52032 -0.07668 1.56567  C13 1.394, C17 1.388, O19 1.385
15 C 0.25652 1.60500 1.41913  C13 1.391, C16 1.401, H21 1.078
16 C 1.02903 0.71329 2.17539  C12 1.531, C15 1.401, C18 1.371
17 C -0.75809 -0.89558 2.38680  C14 1.388, C18 1.417, H22 1.083
18 C 0.48961 -0.37443 2.81202  C16 1.371, C17 1.417, H26 1.084
19 O -2.78844 -0.24902 1.03688  C14 1.385, H23 0.954
20 H -1.67748 1.74405 0.51158  C13 1.087
21 H 0.57004 2.58958 1.11317  C15 1.078
22 H -0.94737 -1.89581 2.75715  C17 1.083
23 H -3.26105 -0.98166 1.42487  O19 0.954
24 H 2.71864 1.68175 1.38392  C12 1.092
25 H 3.20494 0.28384 2.34178  C12 1.104
26 H 1.01725 -1.10799 3.41101  C18 1.084
27 H 2.83865 1.71793 3.14751  C12 1.087

* 2S+1: 1
* SMILES: Cc1ccc(O)cc1.CCC
* LUMO: 0.84 eV
* orbital gap: 9.27 eV
* HOMO energy: -8.428 eV


iii.
C10H16O | ωB97M-V/def2-TZVPD

Last columns: bonded neighbours and bond lengths (Å).
Geometry (Å):
1 C 1.26267 -1.09290 -2.68642  C2 1.555, H3 1.074, H4 1.090, H5 1.090
2 C 1.85145 -0.86734 -4.10753  C1 1.555, H6 1.093, H7 1.085, H8 1.086
3 H 2.04095 -1.01988 -1.95029  C1 1.074
4 H 0.40769 -0.43310 -2.53833  C1 1.090
5 H 0.75560 -2.05654 -2.72362  C1 1.090
6 H 1.97093 -1.83673 -4.59813  C2 1.093
7 H 2.87745 -0.51476 -4.07817  C2 1.085
8 H 1.28568 -0.13944 -4.68069  C2 1.086
9 C -0.04335 -2.17112 0.64292  C10 1.567, C11 1.526, H18 1.084, H19 1.072
10 C -1.01180 -2.60688 1.79528  C9 1.567, H20 1.086, H26 1.081, H27 1.071
11 C -0.11248 -0.64801 0.59181  C9 1.526, C12 1.363, C13 1.390
12 C 0.95260 0.18494 0.76433  C11 1.363, C14 1.414, H21 1.088
13 C -1.34956 -0.07136 0.33005  C11 1.390, C15 1.366, H22 1.081
14 C 0.82809 1.57643 0.97940  C12 1.414, C16 1.361, H23 1.084
15 C -1.51218 1.27984 0.44861  C13 1.366, C16 1.417, H24 1.085
16 C -0.43032 2.08603 0.88128  C14 1.361, C15 1.417, O17 1.383
17 O -0.83420 3.31435 1.37339  C16 1.383, H25 0.974
18 H 0.94504 -2.56150 0.85776  C9 1.084
19 H -0.28083 -2.54379 -0.33377  C9 1.072
20 H -0.49055 -2.28273 2.69136  C10 1.086
21 H 1.94703 -0.24882 0.84831  C12 1.088
22 H -2.19493 -0.67777 0.03714  C13 1.081
23 H 1.66854 2.12749 1.38669  C14 1.084
24 H -2.42689 1.86157 0.40092  C15 1.085
25 H -0.17146 4.01249 1.22580  O17 0.974
26 H -1.36218 -3.62414 1.69400  C10 1.081
27 H -1.86509 -1.96103 1.74154  C10 1.071

* 2S+1: 1
* SMILES: CCc1ccc(O)cc1.CC
* LUMO: 0.84 eV
* orbital gap: 9.33 eV
* HOMO energy: -8.481 eV


Stability ranking, top entry: i; the second entry is 8.4 kcal/mol less favorable.


i.
C10H16O | ωB97M-V/def2-TZVPD

Last columns: bonded neighbours and bond lengths (Å).
Geometry (Å):
1 C -1.70442 2.15308 -2.09495  C2 1.547, C3 1.541, H4 1.085, H5 1.082
2 C -2.86824 1.25828 -2.58218  C1 1.547, H6 1.088, H7 1.095, H10 1.085
3 C -0.40738 1.82401 -2.85953  C1 1.541, H8 1.086, H9 1.091, H11 1.094
4 H -1.97687 3.15028 -2.42448  C1 1.085
5 H -1.54935 1.88579 -1.05842  C1 1.082
6 H -2.83822 1.11273 -3.66007  C2 1.088
7 H -3.82229 1.75191 -2.36912  C2 1.095
8 H -0.10326 0.79502 -2.68952  C3 1.086
9 H -0.49585 2.14003 -3.89968  C3 1.091
10 H -2.92284 0.30108 -2.07329  C2 1.085
11 H 0.41025 2.43427 -2.46349  C3 1.094
12 C 2.57825 -3.02962 0.90540  C16 1.521, H24 1.085, H25 1.095, H27 1.087
13 C -0.50799 -1.10429 2.03454  C14 1.396, C15 1.379, H20 1.060
14 C 0.35840 -2.11183 1.60716  C13 1.396, C16 1.394, H21 1.076
15 C -0.00203 0.13708 2.35681  C13 1.379, C17 1.394, O19 1.357
16 C 1.74392 -1.95927 1.59156  C12 1.521, C14 1.394, C18 1.393
17 C 1.37980 0.31511 2.31925  C15 1.394, C18 1.379, H23 1.085
18 C 2.23214 -0.70714 1.95666  C16 1.393, C17 1.379, H26 1.086
19 O -0.82683 1.14281 2.74201  C15 1.357, H22 0.955
20 H -1.52334 -1.40825 2.04887  C13 1.060
21 H -0.10605 -2.99587 1.20585  C14 1.076
22 H -0.50272 2.01126 2.51163  O19 0.955
23 H 1.79116 1.27244 2.62074  C17 1.085
24 H 1.98019 -3.92006 0.74457  C12 1.085
25 H 3.43507 -3.24723 1.55137  C12 1.095
26 H 3.30335 -0.54535 2.02605  C18 1.086
27 H 2.94515 -2.65627 -0.04772  C12 1.087

* 2S+1: 1
* SMILES: Cc1ccc(O)cc1.CCC
* LUMO: 0.76 eV
* orbital gap: 9.24 eV
* HOMO energy: -8.480 eV


ii.
C10H16O | ωB97M-V/def2-TZVPD

Last columns: bonded neighbours and bond lengths (Å).
Geometry (Å):
1 C 0.78628 1.44460 -1.33777  C2 1.472, C3 1.579, H4 1.131, H5 1.145
2 C -0.02966 2.58766 -1.77799  C1 1.472, H6 1.042, H7 1.161, H10 0.982
3 C 0.47941 0.15618 -2.19706  C1 1.579, H8 1.098, H9 1.058, H11 1.023
4 H 1.83725 1.83596 -1.48117  C1 1.131
5 H 0.76821 1.07065 -0.25610  C1 1.145
6 H -0.93334 2.70150 -1.27167  C2 1.042
7 H -0.24990 2.52675 -2.91671  C2 1.161
8 H 1.38924 -0.43758 -2.35520  C3 1.098
9 H -0.22245 -0.51672 -1.78120  C3 1.058
10 H 0.36444 3.48419 -1.70686  C2 0.982
11 H 0.01201 0.15694 -3.10759  C3 1.023
12 C -1.97545 -2.46644 0.38403  C14 1.504, H22 1.115, H23 1.112, H27 1.043
13 C -1.34261 -0.37616 1.62797  C14 1.372, C15 1.414, H20 1.082
14 C -0.96501 -1.50238 0.94122  C12 1.504, C13 1.372, C16 1.419
15 C -0.38124 0.43521 2.27400  C13 1.414, C17 1.421, H21 1.228
16 C 0.38471 -1.78808 0.60958  C14 1.419, C18 1.421, H24 1.171
17 C 0.96277 0.17035 1.89463  C15 1.421, C18 1.403, O19 1.376
18 C 1.38917 -0.95916 1.17902  C16 1.421, C17 1.403, H25 1.112
19 O 1.79193 1.07179 2.52137  C17 1.376, H26 0.927
20 H -2.38079 -0.16332 1.84803  C13 1.082
21 H -0.59944 1.25662 3.16046  C15 1.228
22 H -2.43683 -2.05050 -0.54139  C12 1.115
23 H -2.71344 -2.58980 1.20685  C12 1.112
24 H 0.61332 -2.67292 -0.12244  C16 1.171
25 H 2.45744 -1.03390 0.87880  C18 1.112
26 H 2.70366 1.04648 2.35395  O19 0.927
27 H -1.70970 -3.38790 -0.02677  C12 1.043

* 2S+1: 1
* SMILES: Cc1ccc(O)cc1.CCC
* LUMO: 0.87 eV
* orbital gap: 9.11 eV
* HOMO energy: -8.236 eV


iii.
C10H16O | ωB97M-V/def2-TZVPD

Last columns: bonded neighbours and bond lengths (Å).
Geometry (Å):
1 C 0.34970 2.74809 0.14779  C2 1.544, C3 1.512, H4 1.087, H5 1.102
2 C 0.97550 4.04277 0.71002  C1 1.544, H6 1.063, H9 1.083, H10 1.085
3 C -0.04370 2.81107 -1.31095  C1 1.512, H7 1.076, H8 1.116, H11 1.111
4 H 0.91779 1.85306 0.38950  C1 1.087
5 H -0.49830 2.37870 0.74676  C1 1.102
6 H 0.23632 4.72409 1.05572  C2 1.063
7 H -0.47915 1.88606 -1.64626  C3 1.076
8 H -1.01372 3.35900 -1.37648  C3 1.116
9 H 1.51016 4.55284 -0.08192  C2 1.083
10 H 1.69715 3.61188 1.39621  C2 1.085
11 H 0.80302 3.22682 -1.89884  C3 1.111
12 C 0.18218 -1.65661 2.92561  C18 1.524, H25 1.078, H26 1.083, H27 1.080
13 C -0.39621 -1.31547 -1.36823  C14 1.432, C15 1.383, O19 1.382
14 C -1.50955 -1.29224 -0.46814  C13 1.432, C16 1.361, H20 1.095
15 C 0.85045 -1.57118 -0.82766  C13 1.383, C17 1.417, H22 1.104
16 C -1.26108 -1.57759 0.83910  C14 1.361, C18 1.407, H23 1.085
17 C 1.09804 -1.67089 0.56448  C15 1.417, C18 1.367, H24 1.070
18 C 0.02379 -1.63528 1.40990  C12 1.524, C16 1.407, C17 1.367
19 O -0.58017 -0.87041 -2.66333  C13 1.382, H21 0.995
20 H -2.38539 -0.71515 -0.78129  C14 1.095
21 H 0.30808 -0.84342 -3.11045  O19 0.995
22 H 1.61278 -1.63868 -1.62269  C15 1.104
23 H -2.08927 -1.65011 1.53585  C16 1.085
24 H 2.12091 -1.85470 0.81812  C17 1.070
25 H 0.83459 -2.41033 3.33694  C12 1.078
26 H -0.68681 -2.09903 3.39647  C12 1.083
27 H 0.32435 -0.65324 3.29953  C12 1.080

* 2S+1: 1
* SMILES: Cc1ccc(O)cc1.CCC
* LUMO: 0.83 eV
* orbital gap: 9.32 eV
* HOMO energy: -8.482 eV


iv.
C10H16O | ωB97M-V/def2-TZVPD

Last columns: bonded neighbours and bond lengths (Å).
Geometry (Å):
1 C 1.34051 -1.03359 -2.57007  C2 1.561, C3 1.550, H4 1.082, H5 1.085
2 C 2.85430 -1.03635 -2.95246  C1 1.561, H6 1.090, H7 1.088, H10 1.096
3 C 0.64112 -2.07214 -3.48438  C1 1.550, H8 1.093, H9 1.091, H11 1.092
4 H 1.16718 -1.29106 -1.53382  C1 1.082
5 H 0.92392 -0.05623 -2.78966  C1 1.085
6 H 3.00776 -1.32353 -3.99231  C2 1.090
7 H 3.43450 -1.73321 -2.35033  C2 1.088
8 H -0.22576 -1.65647 -4.00384  C3 1.093
9 H 1.29767 -2.47750 -4.25538  C3 1.091
10 H 3.27168 -0.02306 -2.93751  C2 1.096
11 H 0.30445 -2.93266 -2.90181  C3 1.092
12 C 1.64700 1.81476 2.41871  C16 1.489, H24 1.096, H25 1.085, H27 1.105
13 C -0.75846 0.13789 0.04031  C14 1.398, C15 1.379, H20 1.105
14 C -1.91886 0.06701 0.81632  C13 1.398, C17 1.384, O19 1.370
15 C 0.38257 0.71610 0.55669  C13 1.379, C16 1.406, H21 1.090
16 C 0.41966 1.15825 1.89100  C12 1.489, C15 1.406, C18 1.383
17 C -1.88086 0.32587 2.17500  C14 1.384, C18 1.404, H22 1.081
18 C -0.68970 0.88050 2.66845  C16 1.383, C17 1.404, H26 1.092
19 O -3.03787 -0.24720 0.09072  C14 1.370, H23 0.949
20 H -0.64993 -0.13110 -1.02570  C13 1.105
21 H 1.28522 0.89780 -0.02591  C15 1.090
22 H -2.62696 0.06605 2.91330  C17 1.081
23 H -3.73843 -0.61158 0.61643  O19 0.949
24 H 1.57704 2.19290 3.44465  C12 1.096
25 H 2.00785 2.63666 1.80927  C12 1.085
26 H -0.61004 1.15685 3.72169  C18 1.092
27 H 2.46928 1.08406 2.52266  C12 1.105

* 2S+1: 1
* SMILES: Cc1ccc(O)cc1.CCC
* LUMO: 0.88 eV
* orbital gap: 9.25 eV
* HOMO energy: -8.373 eV


Stability ranking, top entry: i; the second entry is 3.2 kcal/mol less favorable.